# 1
Molecular formula: C11H44N22O11
Method: DFT, the ωB97M-V functional and the def2-TZVPD basis

Last column: Mulliken charge in e.
Atoms and positions in Å:
1 N -3.172 -2.746 -2.912  -0.46
2 C -2.450 -3.251 -1.921  0.34
3 N -2.189 -4.531 -1.992  -0.38
4 O -1.965 -2.571 -0.991  -0.48
5 H -3.770 -3.296 -3.511  0.16
6 H -3.256 -1.740 -2.908  0.24
7 H -1.401 -4.851 -1.447  0.24
8 H -2.467 -5.028 -2.827  0.18
9 N 4.032 2.183 -2.356  -0.37
10 C 4.195 1.265 -1.383  0.64
11 N 3.370 0.341 -1.640  0.20
12 O 4.863 1.262 -0.396  -0.71
13 H 3.472 2.106 -3.193  0.23
14 H 4.633 2.943 -2.070  0.29
15 H 3.419 -0.540 -1.150  -0.30
16 H 2.911 0.427 -2.536  0.16
17 N -3.202 3.593 -0.098  -0.25
18 C -4.432 3.609 -0.092  0.50
19 N -4.938 3.223 1.068  -0.27
20 O -5.080 3.964 -1.029  -0.75
21 H -2.663 3.581 -0.952  0.26
22 H -2.711 3.258 0.719  0.22
23 H -4.308 3.008 1.828  0.14
24 H -5.914 3.370 1.283  0.19
25 N -1.720 -3.573 2.012  -0.29
26 C -2.970 -3.882 2.324  0.67
27 N -3.006 -4.445 3.484  -0.52
28 O -3.957 -3.640 1.653  -0.59
29 H -1.393 -3.189 1.137  0.17
30 H -1.081 -3.901 2.723  0.13
31 H -2.271 -4.979 3.924  0.16
32 H -3.878 -4.793 3.855  0.27
33 N 1.063 3.092 -1.872  -0.11
34 C -0.088 3.732 -2.003  0.55
35 N 0.112 4.907 -2.419  -0.47
36 O -1.160 3.295 -1.809  -0.75
37 H 1.069 2.093 -1.721  -0.16
38 H 1.818 3.584 -2.328  0.23
39 H 0.945 5.476 -2.383  0.19
40 H -0.749 5.431 -2.485  0.27
41 N -4.165 0.853 3.152  -0.25
42 C -4.196 -0.336 2.636  0.56
43 N -3.029 -0.684 2.176  -0.22
44 O -5.179 -1.067 2.534  -0.72
45 H -4.922 1.179 3.735  0.24
46 H -3.283 1.290 3.380  0.14
47 H -2.213 -0.092 2.231  0.26
48 H -3.108 -1.519 1.614  -0.02
49 N 5.026 -2.454 0.353  -0.48
50 C 3.822 -2.776 0.042  0.65
51 N 3.450 -3.894 0.575  -0.43
52 O 3.143 -2.206 -0.757  -0.81
53 H 5.548 -2.933 1.073  0.17
54 H 5.338 -1.645 -0.165  0.23
55 H 4.207 -4.301 1.105  0.15
56 H 2.464 -4.116 0.574  0.25
57 N 4.069 2.651 1.845  -0.17
58 C 3.846 3.832 1.565  0.51
59 N 2.904 3.911 0.727  -0.28
60 O 4.339 4.808 2.214  -0.77
61 H 3.862 1.844 1.275  0.17
62 H 4.562 2.605 2.726  0.22
63 H 2.580 4.842 0.505  0.15
64 H 2.697 3.188 0.053  0.14
65 N -1.166 0.089 -0.454  0.14
66 C 0.155 -0.038 -0.350  0.62
67 N 0.335 -1.338 -0.328  0.09
68 O 0.940 0.813 -0.172  -0.96
69 H -1.646 -0.763 -0.708  0.20
70 H -1.546 1.024 -0.440  -0.02
71 H 1.290 -1.630 -0.476  -0.18
72 H -0.383 -2.016 -0.540  0.44
73 N 0.154 2.820 1.546  0.36
74 C -0.857 2.897 2.330  1.06
75 N -0.708 3.670 3.342  -0.43
76 O -1.855 2.249 2.168  -0.83
77 H 0.956 3.423 1.657  0.08
78 H 0.174 2.200 0.749  -0.40
79 H 0.107 4.265 3.394  0.15
80 H -1.444 3.646 4.033  0.25
81 N 2.721 -4.602 -2.899  -0.33
82 C 1.533 -4.416 -3.449  0.44
83 N 0.974 -3.476 -2.839  -0.17
84 O 1.019 -4.953 -4.399  -0.71
85 H 3.316 -5.229 -3.421  0.23
86 H 3.108 -3.820 -2.389  0.16
87 H 1.334 -3.141 -1.956  0.19
88 H 0.014 -3.439 -3.151  0.14

The spin multiplicity is 1. Its SMILES is NC(N)=O.NC(N)=O.NC(N)=O.NC(N)=O.NC(N)=O.NC(N)=O.NC(N)=O.NC(N)=O.NC(N)=O.NC(N)=O.NC(N)=O. Its LUMO energy is -0.34 eV. For the calculated total energy, the calculation gives -67431.107 eV. For the orbital gap, the calculation gives 7.90 eV. For the HOMO energy, the calculation gives -8.2 eV.



# 2
Molecular formula: C2H19B4Be2Cl5
Method: DFT, the ωB97M-V functional and the def2-TZVPD basis

Last column: Mulliken charge in e.
Atoms and positions in Å:
1 Be -1.816 -0.742 0.274  0.53
2 Be 1.884 -0.744 1.885  0.40
3 B 4.418 -0.481 2.139  0.11
4 H 3.898 0.352 2.587  -0.23
5 H 4.375 -1.428 2.655  -0.21
6 H 4.051 -0.573 1.129  -0.19
7 H 5.454 -0.205 2.018  -0.19
8 B 0.560 -0.546 -0.453  0.98
9 H 1.622 -0.420 -0.595  -0.11
10 H 0.019 -0.644 -1.381  -0.47
11 H 0.466 -1.423 0.169  -0.21
12 H 0.280 0.309 0.143  -0.44
13 B -0.600 -1.060 2.602  0.40
14 H -0.499 -0.082 2.159  -0.24
15 H -0.150 -0.973 3.579  -0.19
16 H -1.666 -1.225 2.596  -0.23
17 H -0.125 -1.783 1.956  -0.17
18 B -3.202 0.327 -1.417  0.63
19 H -2.178 0.622 -1.581  -0.28
20 H -3.765 0.749 -2.235  -0.19
21 H -3.329 -0.739 -1.307  -0.22
22 H -3.467 0.773 -0.470  -0.24
23 C 0.529 3.656 0.898  -0.03
24 Cl -0.481 2.927 -0.380  -0.12
25 Cl 1.244 2.469 2.036  -0.11
26 Cl -0.263 5.093 1.624  -0.16
27 H 1.298 4.073 0.249  0.29
28 C -1.708 -1.536 -4.130  0.17
29 Cl -0.328 -2.253 -5.042  -0.19
30 Cl -2.964 -2.654 -3.635  -0.17
31 H -1.298 -0.976 -3.289  -0.20
32 H -2.259 -0.861 -4.784  0.26

Its charge is -1. The spin multiplicity is 2. Its LUMO energy (spin up / spin down) is 0.32 / 0.33 eV. As for the expectation value of S²: 0.751. For the calculated total energy, the calculation gives -68489.435 eV. For the orbital gap (spin up / spin down), the calculation gives 3.78 / 7.22 eV. For the HOMO energy (spin up / spin down), the calculation gives -3.5 / -6.9 eV.



# 3
Molecular formula: C18H20N2O5
Method: DFT, the ωB97M-V functional and the def2-TZVPD basis

Last column: Mulliken charge in e.
Atoms and positions in Å:
1 N 1.634 -2.134 -2.703  -0.71
2 C 1.789 -2.177 -1.294  0.10
3 C 3.082 -1.338 -0.725  -1.52
4 C 3.082 0.094 -0.525  0.44
5 C 3.000 0.705 0.725  -0.16
6 C 2.614 1.978 1.041  -0.10
7 C 2.467 2.874 -0.038  0.45
8 O 2.051 4.110 0.358  -0.56
9 C 2.668 2.335 -1.328  -1.02
10 C 2.949 1.031 -1.578  -0.36
11 C 0.572 -2.067 -0.244  0.29
12 O -0.154 -3.023 0.017  -0.63
13 N 0.514 -0.860 0.305  0.43
14 C -0.510 -0.413 1.249  0.29
15 C -1.883 -1.159 1.372  -0.55
16 C -2.878 -0.563 0.541  0.15
17 C -3.850 0.209 1.210  -0.51
18 C -4.716 0.971 0.466  -0.58
19 C -4.741 0.902 -1.025  0.60
20 O -5.650 1.693 -1.705  -0.52
21 C -3.646 0.255 -1.700  -0.62
22 C -2.661 -0.300 -0.869  -0.10
23 C 0.083 -0.338 2.619  0.28
24 O -0.075 0.407 3.587  -0.65
25 O 0.591 -1.528 2.972  -0.56
26 H 1.481 -1.151 -3.136  0.32
27 H 2.569 -2.356 -3.016  0.38
28 H 2.125 -3.195 -1.203  0.40
29 H 3.975 -1.711 -1.334  0.47
30 H 3.188 -1.807 0.214  0.32
31 H 3.176 0.046 1.618  0.16
32 H 2.421 2.458 1.985  0.40
33 H 2.689 4.384 1.071  0.37
34 H 2.768 3.162 -1.969  0.41
35 H 2.915 0.647 -2.591  0.48
36 H 1.457 -0.385 0.413  -0.18
37 H -0.702 0.720 1.162  -0.01
38 H -2.213 -0.903 2.420  0.34
39 H -1.791 -2.257 1.493  0.35
40 H -3.788 0.296 2.298  0.31
41 H -5.476 1.402 1.082  0.28
42 H -6.488 1.789 -1.248  0.32
43 H -3.447 0.073 -2.888  0.23
44 H -1.721 -0.664 -1.250  0.25
45 H 0.534 -2.211 2.154  0.51

The spin multiplicity is 1. Its SMILES is N[C@@H](Cc1ccc(O)cc1)C(=O)N[C@@H](Cc1ccc(O)cc1)C(=O)O. Its LUMO energy is 0.34 eV. For the calculated total energy, the calculation gives -32204.351 eV. For the orbital gap, the calculation gives 8.61 eV. For the HOMO energy, the calculation gives -8.3 eV.



# 4
Molecular formula: C20H21N3O2S
Method: DFT, the ωB97M-V functional and the def2-TZVPD basis

Last column: Mulliken charge in e.
Atoms and positions in Å:
1 C -6.374 0.110 -1.578  -1.35
2 C -5.193 0.937 -1.085  -0.83
3 C -4.399 0.268 0.053  1.66
4 C -5.300 0.006 1.269  -2.02
5 C -3.230 1.206 0.465  -1.18
6 C -1.862 0.636 0.269  0.32
7 N -0.860 1.501 0.195  -0.76
8 C 0.370 1.026 0.072  0.23
9 N 1.394 1.929 0.005  -0.03
10 C 2.705 1.580 -0.123  0.23
11 S 3.865 2.745 -0.172  -0.31
12 N 2.992 0.247 -0.195  0.46
13 C 4.371 -0.132 -0.355  -0.76
14 C 4.889 -0.233 -1.634  -0.12
15 C 6.209 -0.603 -1.809  -0.84
16 C 6.996 -0.874 -0.703  -0.53
17 C 6.465 -0.776 0.571  -1.04
18 C 5.143 -0.405 0.771  1.29
19 C 4.556 -0.293 2.143  -1.29
20 C 2.061 -0.788 -0.127  0.71
21 O 2.411 -1.946 -0.177  -0.63
22 C 0.672 -0.343 0.009  0.19
23 C -0.390 -1.241 0.064  -1.45
24 C -1.675 -0.749 0.202  1.13
25 C -2.909 -1.601 0.214  -0.75
26 O -3.943 -0.965 -0.495  -0.41
27 H -6.787 0.558 -2.478  0.41
28 H -7.162 0.063 -0.831  0.31
29 H -6.045 -0.899 -1.809  0.32
30 H -5.541 1.914 -0.744  0.39
31 H -4.501 1.088 -1.916  0.45
32 H -4.717 -0.343 2.120  0.51
33 H -6.036 -0.755 1.026  0.45
34 H -5.813 0.920 1.554  0.40
35 H -3.279 2.149 -0.081  0.34
36 H -3.324 1.455 1.526  0.32
37 H 1.174 2.916 0.053  0.33
38 H 4.257 -0.015 -2.482  0.45
39 H 6.619 -0.679 -2.804  0.40
40 H 8.028 -1.162 -0.833  0.41
41 H 7.085 -0.990 1.429  0.38
42 H 3.712 -0.975 2.251  0.26
43 H 4.200 0.721 2.322  0.28
44 H 5.298 -0.538 2.898  0.43
45 H -0.188 -2.300 -0.001  0.52
46 H -3.211 -1.822 1.251  0.25
47 H -2.734 -2.548 -0.301  0.45

The spin multiplicity is 1. Its SMILES is CC[C@]1(C)Cc2nc3[nH]c(=S)n(-c4ccccc4C)c(=O)c3cc2CO1. Its LUMO energy is -0.11 eV. For the calculated total energy, the calculation gives -40483.256 eV. For the orbital gap, the calculation gives 8.29 eV. For the HOMO energy, the calculation gives -8.4 eV.



# 5
Molecular formula: C4H8O3Yb
Method: DFT, the ωB97M-V functional and the def2-TZVPD basis

Last column: Mulliken charge in e.
Atoms and positions in Å:
1 C -1.369 0.234 -2.466  -0.63
2 O -0.606 0.550 -1.318  -0.15
3 C 0.812 0.486 -1.446  -0.06
4 C 1.306 0.819 -0.028  -0.10
5 O 2.499 0.994 0.158  -0.26
6 H -2.421 0.346 -2.184  0.24
7 H -1.120 0.925 -3.283  0.30
8 H -1.171 -0.803 -2.774  0.30
9 H 1.161 1.219 -2.193  0.38
10 H 1.123 -0.530 -1.742  0.35
11 O -0.339 -0.613 2.097  -0.63
12 C 0.160 -1.094 3.297  -0.61
13 Yb -0.976 1.188 0.952  1.18
14 H 1.234 -1.321 3.154  0.22
15 H 0.146 -0.424 4.177  0.25
16 H -0.438 -1.975 3.599  0.21

Its charge is +1. The spin multiplicity is 2. Its LUMO energy (spin up / spin down) is -4.76 / -5.98 eV. As for the expectation value of S²: 0.758. For the calculated total energy, the calculation gives -41940.388 eV. For the orbital gap (spin up / spin down), the calculation gives 7.33 / 6.02 eV. For the HOMO energy (spin up / spin down), the calculation gives -12.1 / -12.0 eV.



# 6
Molecular formula: CH2NO2S2
Method: DFT, the ωB97M-V functional and the def2-TZVPD basis

Last column: Mulliken charge in e.
Atoms and positions in Å:
1 C 0.644 -0.481 0.024  -0.02
2 N 0.234 2.062 -0.288  -0.47
3 O -0.943 -2.577 0.884  -0.58
4 O -1.909 -1.004 -0.767  -0.57
5 S 2.132 -0.819 -0.260  -0.33
6 S -0.749 -1.837 -0.396  0.53
7 H 1.050 2.435 0.255  0.21
8 H -0.458 2.221 0.548  0.23

Its charge is -1. The spin multiplicity is 3. Its LUMO energy (spin up / spin down) is 3.41 / 2.41 eV. As for the expectation value of S²: 2.015. For the calculated total energy, the calculation gives -28321.523 eV. For the orbital gap (spin up / spin down), the calculation gives 6.03 / 6.58 eV. For the HOMO energy (spin up / spin down), the calculation gives -2.6 / -4.2 eV.